A single C4H8 molecule in a non-equilibrium geometry, computed with the ωB97M-V functional and the def2-TZVPD basis.

## Properties
electronic energy = -157.175641 Ha
SMILES string = C/C=C/C
HOMO level = -8.983 eV
relative energy (zero: lowest compared OMol25 entry of this formula, charge and spin) = 21.82 kJ/mol

Bonds (Å) are listed after each position.
Positions of all 12 atoms, in Å:
1 C -1.8106 -0.5491 0.4507  C2 1.480, H5 1.088, H6 1.104, H7 1.090
2 C -0.5711 -0.0599 -0.1939  C1 1.480, C3 1.334, H8 1.085
3 C 0.6632 -0.0098 0.3102  C2 1.334, C4 1.499, H9 1.082
4 C 1.8314 0.5190 -0.4669  C3 1.499, H10 1.093, H11 1.086, H12 1.090
5 H -1.7309 -1.2030 1.3167  C1 1.088
6 H -2.3756 0.3131 0.8465  C1 1.104
7 H -2.5083 -0.9570 -0.2800  C1 1.090
8 H -0.6605 0.3117 -1.2095  C2 1.085
9 H 0.7977 -0.4091 1.3068  C3 1.082
10 H 1.7789 1.6081 -0.5457  C4 1.093
11 H 2.7900 0.2522 -0.0312  C4 1.086
12 H 1.7958 0.1837 -1.5036  C4 1.090

In elementary charge units, the Löwdin charges are: -0.120 -0.201 -0.181 -0.118 0.072 0.076 0.067 0.102 0.096 0.072 0.064 0.071